(1)
A molecular structure, C36H28AuBrGeN3O3, computed with ωB97M-V with the def2-TZVPD basis set.

Cartesian coordinates (Å):
Au (1.886, -0.630, -1.208)
Br (8.221, 3.278, -2.075)
C (7.289, 3.406, -0.421)
C (7.982, 3.249, 0.766)
C (7.301, 3.344, 1.970)
C (5.924, 3.568, 2.003)
C (5.247, 3.723, 0.785)
C (5.926, 3.653, -0.422)
N (5.314, 3.821, 3.252)
N (4.111, 3.543, 3.516)
C (3.302, 2.692, 2.773)
C (1.930, 2.975, 2.863)
C (0.972, 2.326, 2.126)
C (1.305, 1.279, 1.226)
O (0.469, 0.694, 0.512)
C (2.726, 0.858, 1.235)
N (3.036, -0.263, 0.522)
C (4.249, -0.784, 0.608)
C (5.238, -0.217, 1.408)
C (4.969, 0.935, 2.096)
C (3.694, 1.535, 2.014)
H (9.050, 3.069, 0.749)
H (7.838, 3.242, 2.908)
H (4.181, 3.914, 0.792)
H (5.394, 3.781, -1.355)
H (1.652, 3.804, 3.507)
H (-0.074, 2.607, 2.195)
H (4.430, -1.690, 0.046)
H (6.210, -0.690, 1.475)
H (5.729, 1.357, 2.731)
O (-0.026, -0.522, -4.881)
C (0.212, -0.881, -3.733)
O (1.395, -0.800, -3.185)
C (-0.916, -1.485, -2.890)
C (-1.578, -0.418, -2.002)
Ge (-3.002, -1.236, -0.934)
C (-4.358, -1.872, -2.217)
C (-4.640, -1.030, -3.296)
C (-5.570, -1.386, -4.264)
C (-6.234, -2.603, -4.175)
C (-5.969, -3.451, -3.109)
C (-5.043, -3.085, -2.138)
C (-3.903, 0.053, 0.248)
C (-4.094, -0.201, 1.606)
C (-4.745, 0.720, 2.420)
C (-5.215, 1.911, 1.883)
C (-5.034, 2.178, 0.532)
C (-4.382, 1.255, -0.276)
C (-2.187, -2.619, 0.190)
C (-2.357, -3.994, 0.025)
C (-1.694, -4.899, 0.846)
C (-0.842, -4.439, 1.840)
C (-0.643, -3.073, 2.001)
C (-1.309, -2.171, 1.182)
H (-0.500, -2.285, -2.269)
H (-1.649, -1.915, -3.573)
H (-1.983, 0.388, -2.621)
H (-0.850, 0.027, -1.320)
H (-4.113, -0.085, -3.396)
H (-5.768, -0.718, -5.094)
H (-6.951, -2.890, -4.935)
H (-6.482, -4.404, -3.034)
H (-4.867, -3.753, -1.302)
H (-3.727, -1.129, 2.033)
H (-4.880, 0.510, 3.474)
H (-5.720, 2.632, 2.517)
H (-5.396, 3.109, 0.108)
H (-4.240, 1.478, -1.330)
H (-2.998, -4.370, -0.765)
H (-1.835, -5.964, 0.701)
H (-0.326, -5.144, 2.482)
H (0.040, -2.709, 2.760)
H (-1.123, -1.107, 1.295)

The calculation puts the HOMO-LUMO gap at 6.6709 eV. The net charge is -1. The calculation puts the LUMO energy at 0.073 Ha. Its largest force on an atom is 0.61 eV/Å.

(2)
A molecular structure, C36H28Cl2N12O2STa, computed with ωB97M-V with the def2-TZVPD basis set.

Cartesian coordinates (Å):
Ta (-15.736, -12.814, -3.939)
C (-19.282, -10.126, -5.421)
C (-18.922, -9.765, -6.733)
C (-17.664, -9.996, -7.182)
C (-16.696, -10.544, -6.289)
N (-17.103, -11.012, -5.090)
C (-18.328, -10.637, -4.573)
N (-15.419, -10.596, -6.649)
C (-14.521, -11.417, -6.212)
N (-14.745, -12.711, -5.671)
C (-13.616, -13.502, -6.008)
N (-13.525, -14.743, -5.877)
C (-14.432, -15.593, -5.311)
C (-14.369, -16.927, -5.680)
C (-15.228, -17.856, -5.115)
C (-16.038, -17.457, -4.013)
C (-16.004, -16.150, -3.676)
N (-15.298, -15.207, -4.339)
C (-12.653, -12.647, -6.661)
C (-11.464, -13.028, -7.264)
C (-10.717, -11.966, -7.834)
C (-11.040, -10.626, -7.666)
C (-12.345, -10.282, -7.197)
C (-13.157, -11.335, -6.682)
H (-20.341, -10.051, -5.060)
H (-19.652, -9.214, -7.286)
H (-17.394, -9.746, -8.254)
H (-18.460, -10.769, -3.473)
H (-13.524, -17.070, -6.353)
H (-15.064, -18.912, -5.383)
H (-16.615, -18.076, -3.315)
H (-16.508, -15.785, -2.729)
H (-11.195, -14.070, -7.395)
H (-9.801, -12.179, -8.433)
H (-10.250, -9.904, -7.902)
H (-12.593, -9.213, -7.092)
Cl (-18.456, -12.414, 0.305)
C (-18.637, -13.495, -1.016)
C (-19.561, -14.557, -0.989)
C (-19.960, -15.316, -2.107)
Cl (-21.198, -16.515, -2.094)
C (-19.308, -14.999, -3.359)
C (-19.638, -15.586, -4.604)
C (-18.944, -15.180, -5.737)
C (-17.882, -14.327, -5.619)
N (-17.596, -13.684, -4.487)
C (-18.306, -13.982, -3.329)
C (-17.938, -13.265, -2.185)
O (-16.877, -12.425, -2.222)
H (-20.081, -14.802, -0.068)
H (-20.391, -16.367, -4.639)
H (-18.983, -15.617, -6.750)
H (-17.133, -14.243, -6.378)
C (-10.094, -15.879, -4.666)
C (-11.166, -15.629, -3.655)
N (-11.846, -16.577, -3.076)
N (-12.838, -15.841, -2.359)
C (-12.810, -14.542, -2.590)
S (-14.059, -13.388, -2.189)
N (-11.675, -14.347, -3.360)
N (-11.086, -13.222, -3.943)
H (-10.226, -15.581, -5.729)
H (-9.857, -16.975, -4.571)
H (-9.212, -15.315, -4.356)
H (-13.470, -16.319, -1.732)
H (-10.075, -13.201, -3.692)
H (-11.518, -12.377, -3.588)
N (-11.229, -8.025, -3.740)
C (-11.632, -9.238, -3.316)
O (-10.824, -10.158, -3.150)
C (-13.123, -9.417, -3.136)
C (-13.904, -8.402, -2.564)
C (-15.229, -8.622, -2.252)
C (-15.701, -9.926, -2.411)
N (-14.964, -10.868, -3.101)
C (-13.682, -10.638, -3.438)
H (-10.281, -7.910, -4.107)
H (-11.827, -7.198, -3.745)
H (-13.449, -7.458, -2.290)
H (-15.824, -7.925, -1.667)
H (-16.711, -10.141, -2.054)
H (-13.030, -11.403, -3.861)

The calculation puts the HOMO-LUMO gap (alpha / beta) at 6.2731 / 6.2737 eV. The net charge is +3. The calculation puts the LUMO energy (alpha / beta) at -0.356 / -0.356 Ha. The calculation puts the relative energy (zero: lowest compared OMol25 entry of this formula, charge and spin) at 0.0 kJ/mol. Its largest force on an atom is 3.09 eV/Å.

(3)
A molecular structure, C36H28I2OP2PdS, computed with ωB97M-V with the def2-TZVPD basis set.

Cartesian coordinates (Å):
Pd (0.471, 0.246, 0.431)
O (-0.305, -0.903, -2.365)
S (-0.954, -0.611, -1.092)
C (-2.246, 0.602, -1.383)
C (-3.484, 0.322, -1.942)
C (-4.357, 1.367, -2.206)
C (-3.997, 2.676, -1.925)
C (-2.756, 2.956, -1.373)
C (-1.869, 1.920, -1.106)
P (-0.169, 2.247, -0.560)
C (0.813, 2.598, -2.019)
C (0.427, 3.587, -2.927)
C (1.200, 3.818, -4.051)
C (2.349, 3.066, -4.270)
C (2.733, 2.085, -3.369)
C (1.964, 1.844, -2.241)
C (-0.283, 3.671, 0.529)
C (-1.073, 3.522, 1.674)
C (-1.191, 4.574, 2.563)
C (-0.501, 5.760, 2.326)
C (0.313, 5.891, 1.212)
C (0.433, 4.842, 0.307)
C (-1.713, -2.093, -0.425)
C (-2.765, -2.755, -1.038)
C (-3.357, -3.824, -0.377)
C (-2.882, -4.241, 0.858)
C (-1.753, -3.649, 1.412)
C (-1.150, -2.585, 0.758)
P (0.493, -1.959, 1.199)
C (1.569, -2.604, -0.115)
C (1.178, -3.584, -1.021)
C (2.045, -3.972, -2.033)
C (3.289, -3.374, -2.157)
C (3.685, -2.394, -1.255)
C (2.826, -2.005, -0.242)
C (0.982, -2.699, 2.750)
C (1.781, -3.840, 2.768)
C (2.032, -4.468, 3.979)
C (1.511, -3.949, 5.156)
C (0.730, -2.799, 5.138)
C (0.468, -2.166, 3.935)
H (-3.785, -0.684, -2.180)
H (-5.327, 1.151, -2.632)
H (-4.685, 3.482, -2.141)
H (-2.476, 3.976, -1.140)
H (-0.471, 4.167, -2.753)
H (0.907, 4.582, -4.759)
H (2.946, 3.248, -5.154)
H (3.630, 1.509, -3.548)
H (2.251, 1.070, -1.538)
H (-1.586, 2.583, 1.856)
H (-1.806, 4.473, 3.447)
H (-0.586, 6.577, 3.030)
H (0.865, 6.806, 1.048)
H (1.070, 4.934, -0.563)
H (-3.104, -2.478, -2.024)
H (-4.198, -4.329, -0.832)
H (-3.366, -5.060, 1.372)
H (-1.334, -4.021, 2.338)
H (0.203, -4.050, -0.944)
H (1.745, -4.746, -2.726)
H (3.953, -3.672, -2.957)
H (4.661, -1.935, -1.338)
H (3.155, -1.266, 0.484)
H (2.185, -4.243, 1.848)
H (2.631, -5.368, 4.001)
H (1.719, -4.440, 6.097)
H (0.328, -2.399, 6.058)
H (-0.134, -1.264, 3.908)
I (2.267, 1.133, 2.111)
I (1.856, 3.146, 4.131)

The calculation puts the HOMO-LUMO gap at 5.6369 eV. The net charge is +2. The calculation puts the LUMO energy at -0.304 Ha. The calculation puts the relative energy (zero: lowest compared OMol25 entry of this formula, charge and spin) at 0.0 kJ/mol. Its largest force on an atom is 1.78 eV/Å.

(4)
A molecular structure, C36H28N6O2SY, computed with ωB97M-V with the def2-TZVPD basis set.

Cartesian coordinates (Å):
Y (-0.132, -0.637, 1.218)
O (-0.510, 6.622, 4.005)
C (0.063, 6.403, 2.806)
O (0.310, 7.303, 2.061)
C (0.434, 4.981, 2.488)
C (-0.210, 3.887, 3.058)
C (0.154, 2.602, 2.683)
C (1.171, 2.411, 1.755)
C (1.804, 3.503, 1.167)
C (1.429, 4.781, 1.537)
N (1.490, 1.083, 1.333)
C (2.722, 0.808, 1.081)
C (2.701, -1.742, 0.283)
C (3.430, -2.520, -0.803)
C (3.159, -3.874, -0.768)
C (2.151, -4.382, 0.071)
C (1.273, -3.531, 0.684)
N (1.438, -2.183, 0.768)
H (-0.449, 5.842, 4.569)
H (-1.020, 4.019, 3.764)
H (-0.350, 1.758, 3.153)
H (2.549, 3.350, 0.397)
H (1.888, 5.646, 1.079)
H (3.475, 1.548, 1.360)
H (3.571, -2.049, -1.772)
H (3.693, -4.557, -1.416)
H (1.943, -5.442, 0.085)
H (0.341, -3.916, 1.087)
S (-1.671, 0.717, -0.381)
C (-3.093, -0.308, -0.321)
N (-4.176, -0.064, -1.050)
N (-4.214, 0.948, -1.821)
C (-5.314, 1.199, -2.666)
C (-5.260, 2.327, -3.482)
C (-6.314, 2.587, -4.341)
C (-7.407, 1.732, -4.379)
C (-7.450, 0.620, -3.555)
C (-6.405, 0.337, -2.688)
N (-3.215, -1.459, 0.343)
N (-2.193, -1.798, 1.037)
C (-2.279, -3.078, 1.619)
C (-1.599, -3.296, 2.814)
C (-1.621, -4.556, 3.396)
C (-2.338, -5.576, 2.788)
C (-3.028, -5.341, 1.604)
C (-3.004, -4.094, 1.003)
H (-3.407, 1.572, -1.893)
H (-4.405, 2.989, -3.444)
H (-6.278, 3.459, -4.978)
H (-8.226, 1.934, -5.055)
H (-8.305, -0.040, -3.586)
H (-6.439, -0.531, -2.049)
H (-1.082, -2.482, 3.326)
H (-1.097, -4.730, 4.326)
H (-2.369, -6.559, 3.237)
H (-3.584, -6.144, 1.139)
H (-3.517, -3.907, 0.072)
C (5.333, 1.661, -2.848)
C (3.991, 1.953, -2.632)
C (3.308, 1.272, -1.637)
C (3.943, 0.294, -0.883)
C (3.232, -0.320, 0.293)
C (3.937, -1.416, 1.085)
C (5.002, -2.050, 0.194)
C (5.852, -1.204, -0.484)
C (5.280, -0.052, -1.129)
C (5.963, 0.677, -2.113)
H (5.885, 2.194, -3.609)
H (3.495, 2.701, -3.235)
H (2.262, 1.491, -1.444)
H (4.024, -1.328, 2.162)
H (5.406, -2.974, 0.591)
H (6.852, -1.514, -0.756)
H (7.002, 0.440, -2.304)

The calculation puts the HOMO-LUMO gap (alpha / beta) at 4.7182 / 4.7230 eV. The net charge is +1. The calculation puts the LUMO energy (alpha / beta) at -0.149 / -0.149 Ha. The calculation puts the relative energy (zero: lowest compared OMol25 entry of this formula, charge and spin) at 327.8 kJ/mol. Its largest force on an atom is 2.13 eV/Å.

| no. | E_tot (hartree) |
| --- | --- |
| 1 | -6565.31584 |
| 2 | -3571.02710 |
| 3 | -3267.56704 |
| 4 | -2303.88866 |